Record 1
{
  "formula": "C3H4N2O2",
  "method": "ωB97M-V/def2-TZVPD",
  "homo_energy_ev": [-7.90, -7.90],
  "de_lowest_ev": 5.982,
  "charge": 0,
  "lumo_ev": [0.5, 0.5],
  "homo_lumo_gap_ev": [8.438, 8.437],
  "energy_ev": -10246.283,
  "symbols": ["N", "C", "C", "C", "O", "O", "N", "H", "H", "H", "H"],
  "xyz": [[0.921273, -0.614319, -0.374635], [-0.856448, 0.718588, 0.271425], [-1.016718, -1.569909, 0.613621], [0.374079, 0.556448, -0.440620], [2.001883, -0.748789, -1.250674], [-1.567833, 1.886582, 0.302395], [-1.327207, -0.375987, 0.785253], [2.346580, -1.624050, -1.037345], [-1.050910, 2.576012, 0.735160], [-0.614658, -2.160132, 1.440985], [0.789960, 1.355554, -1.045564]],
  "forces_ev_per_angstrom": [[-0.042, 0.259, -0.095], [-0.242, -0.365, 0.270], [0.008, -0.018, -0.130], [0.305, -0.402, -0.115], [-0.281, 0.088, 0.238], [0.116, -0.057, 0.031], [0.194, 0.419, -0.170], [-0.043, 0.082, -0.009], [-0.042, -0.063, -0.020], [0.022, 0.106, 0.017], [0.005, -0.048, -0.015]]
}

Record 2
{
  "formula": "C2H4N4O2",
  "method": "ωB97M-V/def2-TZVPD",
  "homo_energy_ev": -8.43,
  "de_lowest_ev": 4.304,
  "charge": 0,
  "lumo_ev": 0.7,
  "smiles": "O/N=c1/[nH]cnn1O",
  "homo_lumo_gap_ev": 9.143,
  "energy_ev": -12189.184,
  "symbols": ["C", "C", "H", "H", "H", "H", "N", "N", "N", "N", "O", "O"],
  "xyz": [[0.337544, -0.618470, 0.199671], [-1.824497, -0.237709, -0.105519], [2.122374, 0.568678, -0.174379], [-0.833241, -2.209131, -0.488767], [-2.871136, -0.593646, -0.216252], [0.561429, 2.507374, 0.284662], [1.464695, -1.152093, 0.070676], [-0.901430, -1.263270, 0.039269], [-1.264784, 0.862324, 0.129808], [-0.034454, 0.685868, 0.489939], [2.549474, -0.255933, 0.018344], [0.694024, 1.706007, -0.247451]],
  "forces_ev_per_angstrom": [[-0.081, -0.921, -0.440], [-0.610, -2.833, 0.129], [0.210, 1.372, -0.218], [-0.669, 2.463, 1.281], [0.746, 1.317, -0.237], [0.065, -0.287, 0.026], [0.868, -0.800, -0.352], [1.565, -2.937, -0.888], [-5.415, 2.342, -0.100], [2.914, 1.892, -0.203], [-0.204, -1.159, 0.535], [0.610, -0.450, 0.467]]
}

Record 3
{
  "formula": "C6H10O",
  "method": "ωB97M-V/def2-TZVPD",
  "homo_energy_ev": -7.89,
  "de_lowest_ev": 1.300,
  "charge": 0,
  "lumo_ev": 0.8,
  "smiles": "C/C=C/C=C(/C)O",
  "homo_lumo_gap_ev": 8.700,
  "energy_ev": -8429.941,
  "symbols": ["C", "C", "C", "C", "C", "O", "C", "H", "H", "H", "H", "H", "H", "H", "H", "H", "H"],
  "xyz": [[-3.149079, 0.442934, -0.102047], [-1.691828, 0.505415, -0.525050], [-0.902976, -0.539840, -0.307649], [0.566516, -0.624479, -0.554857], [1.491219, 0.087805, 0.084091], [1.232502, 1.353718, 0.452041], [2.845289, -0.463768, 0.440802], [-3.258390, -0.554079, 0.326588], [-3.823655, 0.583896, -0.939055], [-3.334200, 1.126599, 0.722816], [-1.219514, 1.400294, -0.904263], [-1.252896, -1.509724, 0.034832], [0.855474, -1.642395, -0.796375], [2.054842, 1.791824, 0.679515], [2.809343, -1.550852, 0.500558], [3.490208, -0.375361, -0.444452], [3.287152, -0.031983, 1.332512]],
  "forces_ev_per_angstrom": [[1.172, -0.312, 0.099], [-0.379, -0.468, 0.732], [1.095, 0.411, -1.270], [-0.885, -1.191, 1.083], [0.399, -0.439, -0.326], [-0.222, 0.761, 0.427], [0.166, -0.547, -1.623], [-0.445, -0.049, -0.173], [-0.265, 0.168, 0.066], [-0.267, 0.358, -0.190], [-0.273, 0.232, -0.109], [-0.498, 0.191, 0.106], [0.242, 0.039, 0.008], [0.051, 0.084, 0.207], [-0.269, 0.037, 0.589], [0.351, 0.639, 0.373], [0.025, 0.086, 0.000]]
}

Record 4
{
  "formula": "C49H56F4N5OP2SY",
  "method": "ωB97M-V/def2-TZVPD",
  "homo_energy_ev": -6.13,
  "de_lowest_ev": 7.310,
  "charge": 0,
  "lumo_ev": 0.5,
  "homo_lumo_gap_ev": 6.613,
  "energy_ev": -102539.561,
  "symbols": ["Y", "C", "C", "N", "C", "C", "C", "C", "N", "C", "C", "F", "C", "F", "C", "C", "F", "C", "F", "H", "H", "H", "H", "H", "H", "H", "H", "H", "H", "H", "H", "H", "H", "H", "C", "N", "C", "P", "C", "C", "C", "C", "C", "C", "C", "C", "C", "C", "C", "C", "C", "C", "C", "C", "C", "C", "P", "C", "C", "C", "C", "C", "C", "C", "C", "C", "C", "C", "C", "H", "H", "H", "H", "H", "H", "H", "H", "H", "H", "H", "H", "H", "H", "H", "H", "H", "H", "H", "H", "H", "H", "H", "H", "H", "H", "H", "H", "H", "O", "C", "C", "N", "C", "S", "N", "C", "C", "H", "H", "H", "H", "H", "H", "H", "H", "H", "H", "H", "H"],
  "xyz": [[0.023379, 0.417719, -0.908811], [-0.843236, 1.002021, 2.380370], [-1.714734, 1.699356, 1.520336], [-1.034921, 2.237486, 0.352515], [0.059518, 3.145568, 0.649300], [-0.309767, 4.426018, 1.396926], [-2.018329, 2.801696, -0.593207], [-1.409009, 3.211310, -1.925656], [-0.564640, 2.141799, -2.451749], [0.258699, 2.475576, -3.435884], [1.411022, 1.643661, -3.543104], [1.491536, 0.660932, -2.579541], [2.385072, 1.800607, -4.486172], [3.447682, 0.974895, -4.509617], [2.284185, 2.818859, -5.422779], [1.179849, 3.653704, -5.352963], [1.064351, 4.640132, -6.254479], [0.191319, 3.502485, -4.399698], [-0.860821, 4.350827, -4.428618], [-1.543399, 0.495008, 3.198247], [-0.135162, 1.658111, 2.918074], [-0.245266, 0.247759, 1.799568], [-2.241719, 2.487704, 2.088659], [-2.664769, 0.638489, 1.211871], [0.586873, 3.419811, -0.276391], [0.807622, 2.624527, 1.219049], [-1.008154, 5.038414, 0.825954], [0.585598, 5.028059, 1.571479], [-0.751620, 4.207363, 2.370323], [-2.550900, 3.652158, -0.134646], [-2.769892, 2.060277, -0.807546], [-0.858617, 4.148997, -1.767666], [-2.244880, 3.443863, -2.595766], [3.042030, 2.958749, -6.178460], [-0.361439, -1.515899, 2.946076], [1.108573, -1.745118, 3.082860], [2.166731, -1.474719, 2.075193], [2.164472, 0.214033, 1.167311], [2.592572, 1.498550, 2.400357], [2.599897, 1.240166, 3.768479], [2.883264, 2.245580, 4.684670], [3.177443, 3.525470, 4.245081], [3.189643, 3.795501, 2.881472], [2.895446, 2.793752, 1.974285], [3.769690, 0.109530, 0.282396], [4.978699, 0.415820, 0.909853], [6.179841, 0.299602, 0.229736], [6.194420, -0.135228, -1.089262], [5.003554, -0.453079, -1.721285], [3.801626, -0.331246, -1.038095], [1.511232, -2.414725, 4.240990], [0.884317, -2.163542, 5.467428], [1.276924, -2.818981, 6.623193], [2.310763, -3.745149, 6.590442], [2.944565, -4.006876, 5.385103], [2.549863, -3.352706, 4.227340], [-0.961184, -1.630118, 1.144000], [-0.889010, -3.407520, 0.739719], [-1.449782, -3.849648, -0.457193], [-1.374246, -5.181699, -0.831715], [-0.723587, -6.098900, -0.015875], [-0.158318, -5.673352, 1.176498], [-0.242838, -4.339340, 1.552790], [-2.848804, -1.424816, 1.332445], [-3.573306, -2.483489, 1.870459], [-4.949668, -2.400796, 2.060966], [-5.633467, -1.251516, 1.706971], [-4.938942, -0.186639, 1.148078], [-3.568586, -0.279438, 0.963778], [-0.592730, -0.497690, 3.308015], [-0.931024, -2.253615, 3.527758], [2.145163, -2.269736, 1.317142], [3.137821, -1.512467, 2.570260], [2.372779, 0.249744, 4.145672], [2.869006, 2.023775, 5.743956], [3.397028, 4.310452, 4.957100], [3.422828, 4.790306, 2.524290], [2.908152, 3.032824, 0.916795], [4.993840, 0.750017, 1.940396], [7.106787, 0.547499, 0.730632], [7.132833, -0.227843, -1.620541], [5.006236, -0.797574, -2.746968], [2.889425, -0.593388, -1.551864], [0.094307, -1.425811, 5.534488], [0.775740, -2.598908, 7.557227], [2.618372, -4.256116, 7.493336], [3.748784, -4.730310, 5.341991], [3.049783, -3.605703, 3.300150], [-1.954030, -3.150895, -1.112150], [-1.819367, -5.500655, -1.765420], [-0.656334, -7.138449, -0.311051], [0.355340, -6.379860, 1.816544], [0.213424, -4.036077, 2.488360], [-3.067285, -3.397362, 2.163875], [-5.482958, -3.241089, 2.486677], [-6.705479, -1.189650, 1.852405], [-5.465610, 0.711536, 0.845301], [-2.967882, 0.652935, 0.356127], [-1.937654, 0.414177, -0.939494], [-5.010071, -0.810386, -3.848818], [-3.833359, -0.234874, -3.058935], [-2.749835, 0.117860, -3.960132], [-1.511619, -0.369507, -3.931897], [-1.000132, -1.456495, -2.721249], [-0.665592, 0.006184, -4.896450], [-1.039542, 0.805572, -6.056060], [-1.964132, 0.045694, -7.012540], [-5.824224, -1.060992, -3.167649], [-4.704632, -1.715611, -4.377374], [-5.382402, -0.086703, -4.579760], [-3.503650, -0.954277, -2.320088], [-4.153219, 0.660087, -2.524737], [-2.972018, 0.811847, -4.655908], [0.288501, -0.291724, -4.812351], [-0.129936, 1.048276, -6.603454], [-1.494646, 1.745659, -5.735635], [-1.472493, -0.863808, -7.358672], [-2.186719, 0.670564, -7.879126], [-2.906874, -0.234830, -6.544627]],
  "forces_ev_per_angstrom": [[-4.042, 0.118, 0.388], [0.538, -0.203, 2.739], [-2.421, 0.867, -1.316], [0.123, 0.714, -0.415], [-0.053, 1.085, 0.023], [0.202, 0.127, 0.012], [-0.176, 1.004, 0.237], [-0.501, -0.141, 0.208], [0.504, 1.157, 0.436], [0.547, -0.542, 0.331], [-0.167, 0.788, -0.631], [1.119, 0.133, -1.090], [-0.041, -0.050, 0.030], [-0.004, -0.048, 0.053], [0.114, 0.066, -0.238], [0.125, -0.245, 0.203], [-0.070, 0.025, 0.014], [0.266, 0.213, -0.194], [-0.058, -0.050, -0.028], [1.266, 1.575, -1.689], [0.154, -0.316, 0.228], [-0.595, 1.332, 0.735], [-0.144, 0.024, -0.229], [2.963, 3.965, 2.594], [-0.242, -0.039, -0.113], [-0.093, -0.277, 0.340], [-0.029, -0.026, 0.015], [-0.008, -0.012, 0.008], [-0.034, -0.024, -0.029], [0.322, 0.228, -0.042], [0.054, -0.143, 0.172], [0.198, -0.039, -0.321], [0.020, 0.105, 0.030], [-0.003, 0.000, 0.008], [0.668, -0.787, -0.029], [0.193, 0.106, -0.201], [-1.065, 0.216, 0.304], [0.621, -0.377, 0.180], [0.010, -0.274, 0.471], [-0.063, -0.181, 0.078], [0.021, 0.065, -0.017], [-0.009, 0.003, -0.019], [0.007, -0.034, 0.093], [0.187, -0.041, -0.187], [0.092, -0.301, 0.172], [0.100, 0.005, 0.101], [-0.019, -0.002, -0.044], [-0.003, 0.019, 0.011], [0.027, -0.041, -0.033], [0.034, -0.105, 0.070], [0.195, -0.074, 0.231], [-0.149, 0.104, 0.115], [0.083, -0.113, -0.120], [0.026, -0.046, 0.083], [-0.097, 0.147, 0.091], [0.155, -0.111, -0.114], [-0.812, -0.199, -0.034], [0.163, -0.262, 0.397], [-0.171, 0.004, -0.134], [0.077, -0.003, 0.114], [-0.005, 0.004, -0.020], [0.015, -0.046, -0.068], [0.125, 0.047, 0.088], [0.402, -0.251, 0.192], [0.046, -0.148, 0.234], [0.104, -0.111, 0.024], [-0.085, 0.110, -0.126], [-0.059, -0.139, 0.170], [-0.329, -0.300, -1.182], [0.390, -2.430, 0.158], [0.450, -0.087, 0.006], [0.214, 0.348, -0.338], [-0.102, -0.097, 0.130], [-0.041, -0.021, -0.071], [0.015, -0.022, -0.008], [-0.002, -0.003, -0.005], [0.002, -0.009, -0.005], [0.041, -0.061, -0.022], [-0.065, 0.012, -0.023], [-0.005, -0.005, 0.007], [-0.006, 0.009, -0.003], [-0.028, 0.023, -0.004], [0.015, -0.094, 0.014], [-0.013, -0.010, -0.107], [-0.005, 0.018, -0.012], [-0.006, 0.004, -0.006], [-0.009, -0.002, -0.029], [-0.056, 0.062, -0.029], [-0.036, 0.045, 0.074], [0.003, 0.017, -0.002], [-0.003, 0.003, 0.013], [-0.018, 0.012, 0.021], [-0.046, 0.017, -0.020], [0.016, 0.010, -0.058], [0.026, -0.008, 0.011], [0.011, -0.001, -0.006], [0.038, 0.005, 0.029], [-1.430, -3.080, -2.611], [-0.053, -1.625, 0.587], [0.211, 0.112, -0.018], [-0.747, -0.058, -0.162], [0.105, -0.219, 0.071], [-0.068, -0.052, 0.636], [0.642, -1.165, -1.188], [-0.155, 0.290, -0.601], [-0.176, -0.376, -0.172], [0.075, 0.125, -0.027], [-0.013, 0.014, -0.036], [-0.056, 0.006, -0.008], [-0.060, -0.073, -0.013], [0.385, 0.190, 0.041], [0.154, -0.012, 0.107], [0.031, -0.016, 0.007], [-0.063, -0.237, 0.092], [0.096, 0.145, 0.235], [0.052, 0.107, 0.004], [-0.032, 0.004, 0.002], [-0.009, -0.027, 0.004], [0.013, -0.040, -0.027]]
}

Record 5
{
  "formula": "C5H9N5",
  "method": "ωB97M-V/def2-TZVPD",
  "homo_energy_ev": [-16.31, -16.31],
  "de_lowest_ev": 6.107,
  "charge": 2,
  "lumo_ev": [-10.6, -10.6],
  "homo_lumo_gap_ev": [5.695, 5.699],
  "energy_ev": -12757.014,
  "symbols": ["C", "C", "C", "C", "C", "N", "N", "N", "N", "N", "H", "H", "H", "H", "H", "H", "H", "H", "H"],
  "xyz": [[0.315845, 2.128077, 0.901723], [-0.708810, 1.266106, 1.042096], [1.356873, 1.853563, -0.001846], [1.419790, 0.618686, -0.615649], [-0.612881, 0.064982, 0.361643], [-2.054804, -1.102805, 0.297866], [0.442363, -0.318503, -0.432016], [1.658928, -1.762054, -1.631784], [-2.950624, -0.890849, 1.129166], [0.502397, -1.530272, -0.979288], [0.176050, 3.093563, 1.496269], [-1.481611, 1.630822, 1.672419], [2.138905, 2.446901, -0.167643], [2.370427, 0.345945, -1.224217], [1.921156, -1.012145, -2.247535], [1.871257, -2.698052, -1.876902], [-3.786624, -1.314298, 0.783428], [-2.804035, -0.432494, 1.948383], [0.225398, -2.387173, -0.456110]],
  "forces_ev_per_angstrom": [[1.530, 3.116, -0.004], [-0.325, -2.146, -0.677], [-3.402, -2.605, 1.457], [1.958, -0.327, -1.157], [-2.958, -2.262, 0.330], [2.896, 3.283, -0.073], [-0.981, 0.745, 2.155], [2.056, 1.132, -0.062], [2.211, -2.070, -4.566], [-1.468, -1.862, -0.369], [0.845, -1.275, -1.164], [-1.051, -0.516, 0.334], [2.871, 2.656, -0.514], [-2.120, 0.453, 1.340], [-0.194, -0.694, -0.871], [-0.135, -0.746, -0.342], [-1.616, -0.603, 0.744], [-0.017, 2.232, 3.374], [-0.098, 1.490, 0.063]]
}

Record 6
{
  "formula": "C5H5FS",
  "method": "ωB97M-V/def2-TZVPD",
  "homo_energy_ev": -8.83,
  "de_lowest_ev": 0.937,
  "charge": 0,
  "lumo_ev": -1.0,
  "smiles": "C=C(F)C(=C)C=S",
  "homo_lumo_gap_ev": 7.880,
  "energy_ev": -18816.620,
  "symbols": ["C", "C", "C", "C", "C", "H", "H", "H", "H", "H", "F", "S"],
  "xyz": [[0.387101, -0.963440, 0.131189], [1.353501, -1.270221, -0.708595], [-0.288381, 0.327882, 0.197355], [0.420631, 1.477772, 0.259522], [-1.741043, 0.383940, 0.165515], [1.828345, -2.252394, -0.621482], [1.723846, -0.492321, -1.376713], [-0.070383, 2.420362, 0.419165], [1.482908, 1.513516, 0.289342], [-2.061141, 1.392689, 0.386048], [-0.175512, -1.768107, 1.036905], [-2.859877, -0.769677, -0.178247]],
  "forces_ev_per_angstrom": [[-0.450, 0.642, -0.375], [0.530, -0.700, 0.498], [0.744, 1.011, -0.294], [-1.123, -0.715, 0.476], [-1.102, -0.425, -0.119], [-0.098, 0.422, -0.350], [-0.139, -0.474, 0.125], [-0.304, 0.264, -0.257], [0.685, -0.250, -0.074], [-0.447, 0.235, 0.005], [0.527, -0.933, 0.100], [1.177, 0.924, 0.263]]
}